26
Properties=species:S:1:pos:R:3:forces:R:3 method="wB97M-V/def2-TZVPD" e_homo_ev="-13.083 / -12.628" total_charge=+1 energy_ha=-559.65421
O -0.1134 2.1823 0.6764 0.043 0.711 0.057
C -2.3405 -0.7201 0.8541 -1.839 0.883 3.621
C 0.0436 -1.1888 -1.1191 -1.965 2.884 0.504
C -1.3982 -1.6768 -1.2182 3.061 0.749 0.720
C 2.6483 0.5336 -0.6098 2.003 -1.835 -1.301
C -2.3410 -1.4735 -0.3610 -2.026 -0.497 0.502
H 1.1713 1.5308 0.4955 -0.255 -1.089 -0.416
H 1.0608 0.4710 2.1928 -0.137 -0.038 0.475
H -0.5250 2.8316 1.2777 0.136 -0.677 -0.591
H 0.1917 -0.6708 -2.0835 0.424 -0.571 -0.772
H -1.4961 -2.3151 -2.0088 -0.709 -1.508 -2.029
C 1.6105 -0.1539 1.5072 -0.813 -1.579 0.989
H 0.7314 -1.9484 -0.8922 1.200 -0.933 -0.059
H 3.1535 -0.4656 -0.9965 -1.340 1.744 1.286
N 1.4244 0.4476 0.1928 1.483 1.967 0.762
H 2.3805 1.0637 -1.4862 -0.141 0.633 -1.015
N -1.7377 0.3373 1.2051 1.872 -0.817 -1.224
B -0.8887 1.1144 -0.0060 -2.110 1.549 1.326
H -2.7372 1.7036 -0.6273 0.499 -0.073 0.058
H 1.1897 -1.1876 1.5555 0.522 0.751 -0.089
H -3.2927 -1.9572 -0.5266 -0.073 -0.211 -0.130
H 2.6575 -0.1430 1.7238 0.530 -0.129 0.287
C 0.2011 0.0962 -0.4018 -1.136 -1.821 0.000
H 3.4069 1.1504 -0.0854 -0.603 -0.583 -0.050
O -1.8609 1.4528 -0.9505 -0.073 0.376 -0.977
H -3.1399 -1.0144 1.6919 1.445 0.113 -1.935

***

8
Properties=species:S:1:pos:R:3:forces:R:3 method="wB97M-V/def2-TZVPD" e_homo_ev=-9.402 smiles="O=CCP=O" energy_ha=-569.81446
C -0.1779 1.2222 -0.0251 -0.557 -0.641 -0.026
H 0.4570 -0.6552 -0.8316 0.057 -0.001 0.038
O 0.2432 2.3423 0.0078 0.173 0.538 0.028
H 0.4648 -0.5765 0.9184 0.051 -0.010 -0.015
H -1.2652 1.0169 -0.0859 -0.082 0.193 -0.015
O 3.2245 -0.8092 -0.0095 0.783 -1.285 -0.010
P 2.5349 0.4723 0.0017 -1.173 0.924 0.007
C 0.6840 0.0031 0.0144 0.749 0.283 -0.007

***

10
Properties=species:S:1:pos:R:3:forces:R:3 method="wB97M-V/def2-TZVPD" e_homo_ev=-10.156 energy_ha=-1782.76796
O -0.2407 2.9858 -0.0951 0.777 0.607 -0.132
Cl 1.1032 1.1548 1.3322 0.845 0.179 0.090
F 0.3019 -2.5304 1.4271 -0.061 -0.899 0.166
C -0.1172 1.7212 0.2863 -1.424 -0.845 -0.846
C -0.3251 -2.8005 0.2943 0.556 1.776 0.242
S 0.1943 2.0473 -1.5499 -1.805 -0.726 1.695
S -0.7085 -1.5887 -0.6697 -0.345 -0.640 -0.515
O 1.5636 1.9259 -1.9240 1.198 0.323 -0.039
F -1.2878 1.1573 0.7329 0.380 0.586 -0.684
F -0.4835 -4.0728 0.1659 -0.123 -0.360 0.024